[1]
Below is C8H10MnO6P as an isolated structure at a distorted geometry, with properties calculated with ωB97M-V with the def2-TZVPD basis set.

Geometry as XYZ:
```
26
Properties=species:S:1:pos:R:3:forces:R:3
Mn -1.130679 -0.170925 -2.208180 -0.1415 1.4128 -0.9357
P 0.767531 0.219411 1.364352 0.7184 -0.2979 1.6148
O 0.377252 0.600668 -0.039119 -1.2247 -0.1255 -2.1533
O -2.410832 -1.939635 -4.356797 1.6870 3.4243 2.9503
O -0.193576 -2.678138 -0.859128 -1.7221 3.8196 -2.3736
O 1.794446 0.280169 -2.714800 -4.7090 -0.8605 0.2552
O -3.025057 0.213383 0.065352 2.6995 -0.7444 -4.2603
O -0.777455 2.820483 -1.821026 -0.8032 -3.4910 -1.2378
C 1.210248 1.721958 2.251539 -0.0156 -0.0140 -0.1024
C -0.551483 -0.611878 2.274700 0.0056 0.1246 -0.1962
C 0.656047 0.118706 -2.599507 9.0414 1.8082 -0.9430
C -2.369164 0.083881 -0.881849 -5.6735 1.8001 7.8675
C 2.159734 -0.927335 1.340309 -0.1336 0.1913 -0.0230
C -0.607007 -1.758294 -1.430901 3.1445 -8.4062 4.5257
C -1.032700 1.746563 -2.200785 0.0395 3.9171 0.2140
C -1.990960 -1.142270 -3.633445 -2.8538 -4.5512 -4.9761
H 2.500664 -1.129767 2.363574 0.0144 -0.0199 -0.2854
H 0.329503 2.377494 2.286169 0.2111 -0.1588 0.0234
H 1.554422 1.520840 3.272183 -0.0657 -0.0194 -0.1981
H -1.441473 0.028217 2.325899 0.2408 -0.1123 0.1321
H -0.815047 -1.546430 1.762235 0.0814 0.1087 0.2235
H 1.839814 -1.863866 0.863724 0.1235 0.1646 0.2060
H -1.620770 1.131118 -3.147183 -0.1991 2.2527 -0.5321
H -0.197335 -0.839670 3.288596 -0.1878 0.0067 -0.2193
H 2.002750 2.233520 1.689426 -0.1549 -0.1249 0.1718
H 2.971125 -0.488203 0.744663 -0.1227 -0.1050 0.2519
```
Forces are in eV/Å.

Total energy in hartree: -2253.8428
Total charge: +2
Kohn-Sham gap (spin up / spin down) in eV: 8.2 / 5.3
Relative energy (zero: lowest compared OMol25 entry of this formula, charge and spin) in kcal/mol: 33.81
LUMO (spin up / spin down) in Eh: -0.3369 / -0.4470
Multiplicity: 5
E_HOMO (spin up / spin down) in eV: -17.345 / -17.514

These are the Löwdin partial charges, in e, on atoms 1 to 6: atom 1 (Mn): 0.28, atom 2 (P): 0.58, atom 3 (O): -0.39, atom 4 (O): 0.27, atom 5 (O): 0.26, atom 6 (O): 0.30

---

[2]
Below is a 2-piece molecular cluster, C2H3F2NO4S2 overall at a distorted geometry, with properties calculated with ωB97M-V with the def2-TZVPD basis set.

Geometry as XYZ:
```
14
Properties=species:S:1:pos:R:3:forces:R:3
S -1.195214 0.412251 0.489776 -2.9768 -1.0749 -0.4580
S 1.010069 -1.018788 -0.585542 0.6301 0.0530 0.0892
F 2.047127 0.625391 -3.908742 -2.5740 -0.9570 0.6136
F -1.273087 0.825684 3.141561 -0.5400 -0.7262 0.0970
O -2.287805 -0.617979 0.514199 1.6136 1.0423 0.8907
O 0.478203 -2.314711 -0.052082 -0.2906 0.4222 -0.0557
O -1.774659 1.752779 0.387453 0.4247 0.3078 0.7698
O 2.006630 -0.466116 0.411542 -0.3748 -0.0281 -0.2409
N -0.227356 0.208840 -0.679445 1.6129 -0.8971 0.4024
C -0.372349 0.291038 2.201383 0.8926 0.7580 0.0218
C 0.731292 0.114340 -3.898102 1.8923 0.6273 -0.9235
H 0.484330 0.988966 2.380393 -0.3238 -0.8399 -1.1715
H 0.434645 -0.042662 -2.847715 0.6546 0.4247 0.3372
H -0.061826 -0.759033 2.445320 -0.6408 0.8879 -0.3719
```
Forces are in eV/Å.

Total energy in hartree: -1429.6485
Total charge: -2
Kohn-Sham gap (spin up / spin down) in eV: 5.8 / 5.8
Relative energy (zero: lowest compared OMol25 entry of this formula, charge and spin) in kcal/mol: 29.19
LUMO (spin up / spin down) in Eh: 0.2046 / 0.2046
E_HOMO (spin up / spin down) in eV: -0.186 / -0.185

These are the Löwdin partial charges, in e, on atoms 1 to 6: atom 1 (S): 0.42, atom 2 (S): 0.51, atom 3 (F): -0.18, atom 4 (F): -0.15, atom 5 (O): -0.44, atom 6 (O): -0.60